Density functional theory data (the ωB97M-V functional and the def2-TZVPD basis) for C57H53Br6F3LiN9O14 as an isolated structure in a non-equilibrium geometry.

Cartesian coordinates (Å):
Li -12.9762 -6.6069 -13.0036
C -11.2344 -7.0251 -10.0000
O -11.3869 -8.4340 -9.5302
O -12.2103 -6.7342 -11.0263
C -10.9935 -5.9851 -8.8755
F -9.9561 -6.2901 -8.0887
F -10.6990 -4.7461 -9.3211
F -12.0920 -5.8678 -8.1500
C -12.4928 -8.7322 -8.6378
C -12.3724 -10.2267 -8.3591
H -11.7160 -10.6489 -9.1199
H -11.9709 -10.4674 -7.3747
H -13.3104 -10.7819 -8.3607
H -13.5222 -8.5868 -8.9653
H -12.5212 -8.1240 -7.7337
H -10.2245 -7.2772 -10.3233
C -13.6272 -12.7034 -5.0062
Br -13.8448 -10.7028 -4.8198
Br -15.3561 -13.6084 -5.1002
Br -12.5510 -13.4801 -3.6109
H -13.0859 -12.8183 -5.9453
C -13.4770 -13.9683 -10.0929
Br -13.4556 -12.9616 -11.7727
Br -13.6991 -15.9595 -10.5901
Br -14.8226 -13.3045 -8.8839
H -12.4622 -13.8747 -9.7063
C -15.1180 -4.8594 -9.4482
C -14.8799 -6.0892 -8.7753
C -14.8071 -6.0596 -7.4232
C -14.9354 -4.8952 -6.6941
C -15.0713 -3.6205 -7.3866
C -15.1157 -3.6149 -8.7494
N -14.6525 -4.8812 -5.2384
O -14.2683 -5.8581 -4.6645
O -14.6490 -3.7900 -4.6113
H -15.2942 -4.9103 -10.5125
H -14.9177 -6.9739 -9.3936
H -14.6513 -6.9667 -6.8580
H -15.0418 -2.6626 -6.8886
H -15.2020 -2.7544 -9.3963
C -10.0514 -9.6092 -4.4679
C -9.8637 -8.4473 -5.1958
C -8.6897 -7.7261 -4.9401
C -7.7391 -8.2066 -4.0573
C -7.9363 -9.4032 -3.3354
C -9.0867 -10.1432 -3.5410
N -6.5681 -7.4047 -3.7954
O -5.7909 -7.7511 -2.8605
O -6.3384 -6.4011 -4.4346
H -10.9678 -10.1694 -4.5805
H -10.6303 -8.0155 -5.8222
H -8.5058 -6.7244 -5.2994
H -7.1197 -9.7002 -2.6940
H -9.2361 -11.0665 -3.0011
C -11.8030 -2.5370 -10.7640
C -11.6877 -2.6287 -12.1519
C -11.0718 -1.6582 -12.8941
C -10.6159 -0.5177 -12.2388
C -10.6632 -0.4701 -10.8332
C -11.3569 -1.4427 -10.0679
N -9.9640 0.5739 -12.9843
O -9.9046 0.3688 -14.1904
O -9.5839 1.6455 -12.4555
H -12.2584 -3.3398 -10.2030
H -12.0707 -3.4866 -12.6845
H -10.9377 -1.7872 -13.9579
H -10.3070 0.4154 -10.3277
H -11.4662 -1.4074 -8.9941
C -9.9613 -3.4302 -6.4311
C -8.7667 -3.4488 -5.7342
C -8.7314 -4.0458 -4.4518
C -9.8714 -4.5583 -3.8690
C -11.0614 -4.4645 -4.6681
C -11.1111 -3.9152 -5.8809
N -9.8297 -5.2339 -2.5807
O -10.9227 -5.4292 -1.9903
O -8.7488 -5.7051 -2.2022
H -9.9847 -2.9582 -7.4022
H -7.9102 -3.0324 -6.2435
H -7.7736 -4.0834 -3.9541
H -11.9731 -4.7819 -4.1839
H -12.0804 -4.0064 -6.3483
C -12.7425 -10.0177 -14.0078
C -12.1485 -9.8581 -12.7418
C -10.7881 -10.0062 -12.5899
C -9.9759 -10.5480 -13.6003
C -10.5707 -10.7781 -14.8276
C -11.9374 -10.5610 -15.0557
N -8.5380 -10.7354 -13.3708
O -7.9963 -10.2677 -12.3641
O -7.8383 -11.2638 -14.1723
H -13.7560 -9.6787 -14.1635
H -12.7067 -9.4603 -11.9072
H -10.3375 -9.7545 -11.6412
H -10.0206 -11.2812 -15.6090
H -12.3113 -10.8410 -16.0294
C -6.8108 -10.9717 -9.0373
C -7.6282 -10.3951 -8.1224
C -8.6688 -11.0853 -7.5249
C -8.9756 -12.3972 -7.9576
C -8.0946 -13.0347 -8.8644
C -7.0274 -12.2815 -9.4146
N -10.1447 -13.0763 -7.4220
O -10.8258 -13.8855 -8.0711
O -10.2823 -12.9313 -6.2112
H -6.0176 -10.3612 -9.4429
H -7.5752 -9.3714 -7.7825
H -9.4457 -10.5997 -6.9532
H -8.2941 -14.0215 -9.2555
H -6.2732 -12.7371 -10.0391
N -11.2773 -6.8671 -14.2405
C -11.7093 -7.0500 -15.4776
C -10.7696 -7.3830 -16.4794
C -9.4080 -7.4239 -16.1656
C -8.9865 -7.2972 -14.8763
C -9.9620 -6.9669 -13.9322
H -12.7721 -7.0902 -15.6653
H -11.1516 -7.3024 -17.4864
H -8.6498 -7.5968 -16.9150
H -7.9808 -7.2153 -14.4915
H -9.6251 -6.8491 -12.9129
N -7.8049 -3.9664 -9.2944
C -8.1348 -3.9177 -10.5800
C -7.9994 -4.9406 -11.4856
C -7.3240 -6.0959 -11.0239
C -7.1030 -6.2406 -9.6079
C -7.2732 -5.1082 -8.7832
H -8.5743 -2.9679 -10.8469
H -8.3590 -4.7532 -12.4866
H -7.2088 -6.8452 -11.7932
H -6.6813 -7.1360 -9.1758
H -7.0828 -4.9835 -7.7274
N -16.4703 -10.6582 -9.8460
C -17.5900 -9.9509 -9.6174
C -17.7622 -8.6065 -9.9981
C -16.7321 -8.0006 -10.7432
C -15.5367 -8.6979 -11.0113
C -15.4786 -10.0290 -10.5827
H -18.4503 -10.3713 -9.1179
H -18.6049 -8.0012 -9.6983
H -16.8980 -6.9992 -11.1121
H -14.7459 -8.2030 -11.5554
H -14.6336 -10.6730 -10.7771

As for the spin multiplicity: 1. As for the HOMO-LUMO gap: 7.585 eV. As for the total charge: 0. For the max |F|, the calculation gives 0.09084 Eh/bohr. The calculation puts the HOMO energy at -9.09 eV. The calculation puts the total energy at -530636.818 eV.

Results of the Mulliken charge analysis, in e, for atoms 1 through 99: number 1, Li, carries 0.742; number 2, C, carries -0.315; number 3, O, carries 0.203; number 4, O, carries -0.143; number 5, C, carries -0.413; number 6, F, carries 0.142; number 7, F, carries -0.010; number 8, F, carries 0.287; number 9, C, carries 1.828; number 10, C, carries -0.257; number 11, H, carries 0.091; number 12, H, carries -0.403; number 13, H, carries 0.182; number 14, H, carries -1.388; number 15, H, carries -0.172; number 16, H, carries -0.172; number 17, C, carries 0.212; number 18, Br, carries -0.028; number 19, Br, carries -0.058; number 20, Br, carries -0.032; number 21, H, carries -0.145; number 22, C, carries 0.061; number 23, Br, carries 0.004; number 24, Br, carries -0.098; number 25, Br, carries 0.022; number 26, H, carries 0.039; number 27, C, carries -0.441; number 28, C, carries 0.665; number 29, C, carries -0.076; number 30, C, carries -0.500; number 31, C, carries -0.361; number 32, C, carries -0.763; number 33, N, carries 0.996; number 34, O, carries -0.546; number 35, O, carries -0.592; number 36, H, carries 0.359; number 37, H, carries -0.360; number 38, H, carries 0.625; number 39, H, carries 0.471; number 40, H, carries 0.463; number 41, C, carries 0.049; number 42, C, carries -0.592; number 43, C, carries 0.953; number 44, C, carries -1.058; number 45, C, carries -0.464; number 46, C, carries -0.863; number 47, N, carries 1.182; number 48, O, carries -0.667; number 49, O, carries -0.596; number 50, H, carries 0.059; number 51, H, carries 0.457; number 52, H, carries 0.477; number 53, H, carries 0.538; number 54, H, carries 0.467; number 55, C, carries 0.241; number 56, C, carries -0.599; number 57, C, carries -0.355; number 58, C, carries -0.176; number 59, C, carries -0.601; number 60, C, carries -0.543; number 61, N, carries 0.950; number 62, O, carries -0.590; number 63, O, carries -0.572; number 64, H, carries 0.455; number 65, H, carries 0.305; number 66, H, carries 0.481; number 67, H, carries 0.479; number 68, H, carries 0.521; number 69, C, carries 0.314; number 70, C, carries -0.982; number 71, C, carries -0.276; number 72, C, carries -0.782; number 73, C, carries 0.206; number 74, C, carries 0.072; number 75, N, carries 1.041; number 76, O, carries -0.599; number 77, O, carries -0.570; number 78, H, carries -0.025; number 79, H, carries 0.481; number 80, H, carries 0.354; number 81, H, carries 0.614; number 82, H, carries 0.155; number 83, C, carries -0.640; number 84, C, carries 0.458; number 85, C, carries 0.148; number 86, C, carries -0.653; number 87, C, carries -0.335; number 88, C, carries -1.074; number 89, N, carries 1.075; number 90, O, carries -0.512; number 91, O, carries -0.645; number 92, H, carries 0.664; number 93, H, carries -0.240; number 94, H, carries 0.785; number 95, H, carries 0.509; number 96, H, carries 0.518; number 97, C, carries -0.445; number 98, C, carries -0.501; number 99, C, carries 0.340

***

Density functional theory data (the ωB97M-V functional and the def2-TZVPD basis) for C57H54BaF2N5OPS as an isolated structure in a non-equilibrium geometry.

Cartesian coordinates (Å):
Ba -0.0723 -1.1696 -0.1101
C -2.8630 1.9867 -2.2894
C -2.6855 0.4855 -2.6272
C -3.6204 -0.4135 -1.8756
C -4.6389 -1.1156 -2.5051
C -5.4328 -1.9712 -1.7502
C -5.1850 -2.0875 -0.3865
C -4.1521 -1.3327 0.1507
N -3.3974 -0.5192 -0.5774
N -2.0742 2.4662 -1.1555
C -1.1866 3.5731 -1.4106
C 0.2565 3.3912 -0.9789
C 1.0237 4.5450 -0.8504
C 2.3490 4.4419 -0.4733
C 2.8717 3.1887 -0.2386
C 2.0415 2.0917 -0.4285
N 0.7611 2.1747 -0.7952
C -2.9048 2.6459 0.0336
C -2.1739 3.1740 1.2368
C -2.4911 4.4311 1.7451
C -1.8110 4.9085 2.8508
C -0.8192 4.1243 3.4081
C -0.5818 2.8786 2.8462
N -1.2533 2.3951 1.8052
H -3.9273 2.1907 -2.1132
H -2.5660 2.5376 -3.1844
H -1.6541 0.2290 -2.3702
H -2.8051 0.3387 -3.7022
H -4.7887 -1.0157 -3.5729
H -6.2224 -2.5441 -2.2200
H -5.7679 -2.7476 0.2410
H -3.9076 -1.3946 1.2055
H -1.5604 4.4943 -0.9423
H -1.1572 3.7722 -2.4863
H 0.5738 5.5144 -1.0301
H 2.9628 5.3276 -0.3661
H 3.9015 3.0523 0.0544
H 2.4293 1.0911 -0.2794
H -3.3394 1.6804 0.2905
H -3.7295 3.3434 -0.1914
H -3.2621 5.0260 1.2726
H -2.0448 5.8816 3.2639
H -0.2534 4.4583 4.2664
H 0.1878 2.2331 3.2465
F -1.8545 -4.1795 4.7945
C -1.9588 -4.0722 3.4485
C -1.1815 -3.1564 2.7691
C -1.2343 -3.0353 1.3740
C -2.1197 -3.9110 0.6972
C -2.9387 -4.7655 1.4330
F -3.9050 -5.5094 0.8217
C -2.8769 -4.8787 2.8058
C -2.1250 -3.9316 -0.7884
C -2.4656 -5.0740 -1.5251
C -2.4422 -5.0352 -2.9044
C -2.0617 -3.8645 -3.5472
C -1.6999 -2.7969 -2.7529
N -1.7249 -2.8177 -1.4208
H -0.5165 -2.5306 3.3590
H -3.5201 -5.5605 3.3428
H -2.7283 -5.9881 -1.0174
H -2.7126 -5.9152 -3.4745
H -2.0260 -3.7887 -4.6256
H -1.3789 -1.8635 -3.2059
C 5.2588 3.5657 3.0576
C 5.5964 2.4479 2.3090
C 4.7269 1.3696 2.2301
C 3.5106 1.3819 2.9116
C 3.1831 2.5105 3.6629
C 4.0499 3.5906 3.7381
P 2.2585 0.0590 2.6360
C 3.2717 -1.4709 2.6145
C 3.3786 -2.3744 3.6693
C 4.1419 -3.5250 3.5305
C 4.7940 -3.7953 2.3365
C 4.6579 -2.9247 1.2655
C 3.8908 -1.7790 1.4007
C 1.4304 0.0048 4.2690
C 0.0410 -0.0787 4.2912
C -0.6475 -0.1370 5.4967
C 0.0520 -0.1023 6.6913
C 1.4397 -0.0089 6.6825
C 2.1248 0.0448 5.4804
H 5.9333 4.4105 3.1119
H 6.5387 2.4152 1.7767
H 5.0102 0.5051 1.6438
H 2.2476 2.5443 4.2072
H 3.7800 4.4547 4.3324
H 2.8550 -2.1992 4.5990
H 4.2179 -4.2178 4.3590
H 5.3839 -4.6969 2.2323
H 5.1206 -3.1526 0.3146
H 3.7375 -1.1387 0.5390
H -0.5091 -0.0955 3.3561
H -1.7273 -0.2136 5.4982
H -0.4811 -0.1466 7.6324
H 1.9871 0.0186 7.6163
H 3.2054 0.1243 5.4744
C -2.5801 1.3005 -6.7858
C -1.3767 0.9284 -5.9606
C -0.9852 -0.4015 -5.8255
C 0.1314 -0.7430 -5.0764
C 0.8715 0.2570 -4.4619
C 0.4923 1.5840 -4.5684
C -0.6261 1.9122 -5.3209
S 2.3265 -0.1441 -3.4724
C 3.3112 -0.7224 -4.8811
O 2.9239 1.1546 -3.0735
H -3.2089 0.4325 -6.9815
H -2.2720 1.7144 -7.7481
H -3.1837 2.0574 -6.2830
H -1.5676 -1.1804 -6.3053
H 0.4204 -1.7835 -4.9693
H 1.0836 2.3362 -4.0588
H -0.9234 2.9510 -5.4186
H 3.3313 0.0685 -5.6288
H 2.8709 -1.6355 -5.2783
H 4.3116 -0.9219 -4.5012
C 1.9505 -2.7037 -1.1201
H 2.3043 -3.4241 -0.3676
H 2.8467 -2.2081 -1.5225
H 1.5303 -3.3056 -1.9468

As for the spin multiplicity: 1. For the energy above the lowest of the compared OMol25 structures with the same formula, charge and spin, the calculation gives 177.85 kJ/mol. As for the HOMO-LUMO gap: 6.432 eV. As for the total charge: 0. For the max |F|, the calculation gives 0.02998 Eh/bohr. The calculation puts the HOMO energy at -6.02 eV. The calculation puts the total energy at -95734.657 eV.

Results of the Mulliken charge analysis, in e, for atoms 1 through 99: number 1, Ba, carries 1.871; number 2, C, carries -2.252; number 3, C, carries 2.351; number 4, C, carries -0.361; number 5, C, carries -0.745; number 6, C, carries -0.659; number 7, C, carries -0.727; number 8, C, carries -0.439; number 9, N, carries 0.421; number 10, N, carries 1.295; number 11, C, carries -1.946; number 12, C, carries 1.080; number 13, C, carries -1.065; number 14, C, carries -0.941; number 15, C, carries -0.928; number 16, C, carries -0.809; number 17, N, carries 1.019; number 18, C, carries -0.437; number 19, C, carries 0.228; number 20, C, carries -0.885; number 21, C, carries -0.651; number 22, C, carries -1.095; number 23, C, carries -0.098; number 24, N, carries 0.343; number 25, H, carries 0.510; number 26, H, carries 0.550; number 27, H, carries -1.035; number 28, H, carries 0.122; number 29, H, carries 0.502; number 30, H, carries 0.433; number 31, H, carries 0.471; number 32, H, carries 0.372; number 33, H, carries 0.291; number 34, H, carries 0.701; number 35, H, carries 0.511; number 36, H, carries 0.447; number 37, H, carries 0.543; number 38, H, carries 0.666; number 39, H, carries -0.007; number 40, H, carries 0.410; number 41, H, carries 0.471; number 42, H, carries 0.419; number 43, H, carries 0.504; number 44, H, carries 0.344; number 45, F, carries -0.361; number 46, C, carries 0.191; number 47, C, carries -0.672; number 48, C, carries -1.296; number 49, C, carries 1.229; number 50, C, carries 0.230; number 51, F, carries -0.427; number 52, C, carries -0.943; number 53, C, carries -0.450; number 54, C, carries -0.721; number 55, C, carries -0.906; number 56, C, carries -0.686; number 57, C, carries -0.187; number 58, N, carries 1.156; number 59, H, carries 0.679; number 60, H, carries 0.513; number 61, H, carries 0.577; number 62, H, carries 0.403; number 63, H, carries 0.551; number 64, H, carries -0.039; number 65, C, carries -0.485; number 66, C, carries -0.693; number 67, C, carries -0.633; number 68, C, carries 0.526; number 69, C, carries -0.283; number 70, C, carries -0.890; number 71, P, carries 1.928; number 72, C, carries 1.169; number 73, C, carries -0.881; number 74, C, carries -0.837; number 75, C, carries -0.692; number 76, C, carries -0.851; number 77, C, carries -0.569; number 78, C, carries -0.070; number 79, C, carries -1.085; number 80, C, carries -1.282; number 81, C, carries -0.685; number 82, C, carries -0.735; number 83, C, carries -0.196; number 84, H, carries 0.399; number 85, H, carries 0.426; number 86, H, carries 0.280; number 87, H, carries 0.333; number 88, H, carries 0.428; number 89, H, carries 0.374; number 90, H, carries 0.427; number 91, H, carries 0.381; number 92, H, carries 0.432; number 93, H, carries 0.244; number 94, H, carries 1.545; number 95, H, carries 0.513; number 96, H, carries 0.421; number 97, H, carries 0.422; number 98, H, carries 0.575; number 99, C, carries -1.857